Computed, not measured: C4H17AlN8O5 as an isolated structure in a non-equilibrium geometry, with ωB97M-V with the def2-TZVPD basis set.

```
35
Properties=species:S:1:pos:R:3:lowdin_charge:R:1
Al 22.69951 14.26119 -7.64903 1.446
O 22.60738 11.36631 -7.18743 -0.150
H 22.99199 10.88711 -6.42785 0.012
C 21.15465 12.92892 -4.33228 -0.767
O 21.36628 13.86091 -5.07181 0.020
N 21.50960 11.73838 -4.60217 0.207
N 20.49315 12.97629 -3.21851 0.220
H 22.01949 11.66629 -5.47103 0.046
H 21.08319 10.96855 -4.10657 0.151
H 19.94191 13.79448 -3.00215 0.143
H 20.73601 12.37861 -2.44141 0.141
C 25.52179 11.78975 -8.74522 -0.806
O 24.82278 12.72031 -8.96298 0.039
N 25.09418 10.71049 -8.20590 0.233
N 26.77425 11.68730 -9.08447 0.203
H 25.82214 10.02331 -8.07189 0.140
H 24.19194 10.78653 -7.75838 0.057
H 27.14972 12.35254 -9.74522 0.139
H 27.34404 11.04271 -8.55537 0.127
C 25.48104 13.04103 -4.86668 -0.784
O 24.63632 13.23461 -5.73762 -0.027
N 26.54078 12.38998 -5.11827 0.203
N 25.46433 13.56760 -3.71934 0.240
H 26.58978 11.81051 -5.94403 0.119
H 27.31205 12.43643 -4.46782 0.144
H 26.23400 13.42455 -3.08121 0.149
H 24.53831 13.91958 -3.52264 0.149
C 26.46610 15.56023 -7.88931 -0.649
O 25.25810 15.73947 -7.50654 -0.049
N 27.27383 14.60674 -7.60426 0.221
N 27.07927 16.47863 -8.63786 0.191
H 28.11447 14.79154 -8.13270 0.131
H 27.08817 13.78211 -7.05145 0.097
H 26.51037 17.27881 -8.87487 0.137
H 27.96457 16.31405 -9.09532 0.129
```

The LUMO energy is -12.4 eV. The HOMO energy comes out at -16.2 eV. For the energy above the lowest of the compared OMol25 structures with the same formula, charge and spin, the calculation gives 180.8 kcal per mole. As for the charge: +2. Its electronic energy is -33159.06800 eV. Its HOMO-LUMO gap is 3.8 eV.